70
Properties=species:S:1:pos:R:3:forces:R:3 method="wB97M-V/def2-TZVPD" mol_weight_g_mol=753.4 e_above_lowest_kcal_mol=95.6 multiplicity=3 e_tot_ev=-78452.14600 homo_lumo_gap_ev="5.3 / 5.8"
C -0.560830 2.955419 4.093119 1.147 1.680 -0.141
C 0.290063 2.269614 3.147239 0.287 1.477 -0.121
C 0.117192 2.920937 1.860055 -0.473 0.471 0.699
H 1.041713 1.513225 3.364349 -0.128 0.257 0.002
C -0.986924 3.864010 2.010730 1.386 -0.524 -0.372
C -1.293251 3.942649 3.404973 0.916 -0.046 0.970
H -1.908886 4.712151 3.862777 -0.093 -0.354 -0.098
H -0.524184 2.846951 5.176072 -0.039 -0.053 -0.365
H 0.729931 2.757456 0.981152 -0.275 0.022 0.140
H -1.376029 4.488078 1.208505 0.176 -0.092 0.329
Pt -1.615188 1.583116 2.004754 -0.363 -2.631 -1.419
Si -0.615302 -1.806797 1.024949 1.155 2.839 -0.803
C 1.189155 -2.153571 1.314642 0.602 -0.474 -0.247
C 1.632547 -3.453908 1.071390 0.492 -0.149 0.088
H 0.941933 -4.180912 0.645485 0.159 0.030 0.147
C 2.953805 -3.831812 1.325964 0.209 0.045 -0.002
H 3.269394 -4.859813 1.135607 -0.099 0.291 0.017
C 3.885179 -2.899445 1.795642 -0.460 -0.044 -0.143
H 4.926505 -3.193917 1.964362 -0.434 0.152 -0.036
C 3.460833 -1.585535 2.018053 -0.091 -0.045 0.029
H 4.181141 -0.840269 2.365276 -0.277 -0.186 -0.089
C 2.126990 -1.221428 1.794726 0.166 -0.068 0.070
H 1.826652 -0.183195 1.964853 0.077 -0.388 0.084
C -0.486723 -0.103015 -0.040448 2.507 0.783 0.044
C 0.713483 0.656606 -0.366476 -0.957 -1.669 4.066
H 1.690643 0.408937 0.041177 -0.401 -0.048 0.040
C 0.691263 1.693418 -1.392153 0.666 -0.610 -1.279
H 1.642862 2.103949 -1.737153 -0.272 -0.123 0.304
C -0.538808 2.412812 -1.612973 -2.506 0.506 0.833
H -0.511811 3.416263 -2.026316 -0.174 0.049 0.372
C -1.688047 1.736853 -1.286068 0.604 2.657 -0.381
H -2.650877 2.242774 -1.267675 0.092 -0.137 -0.114
C -1.548854 0.313367 -1.016249 1.142 -2.054 -1.163
H -2.424706 -0.335890 -1.093016 0.212 0.298 0.116
H -1.696980 -0.195781 1.755635 -0.450 1.388 -0.192
Si 0.071643 0.073788 -2.122903 -0.097 -2.468 -3.421
C -0.373994 0.101209 -3.975402 -0.225 0.426 0.490
C 0.606666 0.178613 -4.970370 -0.461 -0.018 -0.582
H 1.666012 0.224453 -4.703939 -0.275 -0.115 -0.060
C 0.229439 0.213736 -6.319085 -0.144 0.052 0.028
H 0.986229 0.279097 -7.101932 -0.135 -0.048 0.209
C -1.127542 0.196371 -6.680812 0.087 0.150 0.508
H -1.428771 0.256350 -7.733863 0.169 -0.070 0.481
C -2.095553 0.162409 -5.669165 -0.026 -0.011 -0.125
H -3.153922 0.215373 -5.925192 0.216 -0.112 -0.031
C -1.722888 0.102303 -4.321140 0.063 0.099 -0.902
H -2.494493 0.085685 -3.549840 0.199 -0.016 -0.158
C 1.353244 -1.378594 -2.274698 -0.643 0.726 0.566
C 2.724247 -1.218661 -2.054687 0.306 -0.605 0.037
H 3.158649 -0.229950 -1.874321 -0.178 -0.277 -0.005
C 3.570074 -2.338125 -2.056341 -0.143 0.306 -0.028
H 4.641398 -2.212051 -1.889553 -0.280 -0.030 -0.033
C 3.043798 -3.614054 -2.252079 -0.153 -0.005 -0.080
H 3.696773 -4.486179 -2.225079 -0.120 0.207 -0.006
C 1.677935 -3.775222 -2.486539 -0.055 0.295 0.020
H 1.250292 -4.766906 -2.631706 0.150 0.179 -0.006
C 0.842875 -2.652351 -2.513421 0.303 -0.517 -0.063
H -0.224282 -2.788652 -2.699974 0.281 0.044 -0.008
H -1.109239 -2.075999 2.364100 -0.601 -0.275 0.383
Cl -1.631873 -3.093876 -0.205428 -0.083 -0.157 0.007
N -1.730323 0.527372 3.918055 -0.591 -0.966 2.041
N -2.507500 1.257825 4.879771 -0.355 -1.006 0.164
C -3.567595 1.955351 4.390375 0.190 0.070 -1.174
N -4.413098 2.458654 5.298307 -0.258 0.041 0.499
S -3.759001 2.227799 2.726436 -1.675 -0.031 1.011
H -0.815113 0.341063 4.341519 -0.247 0.404 -0.255
H -2.158997 -0.390414 3.748221 -0.030 0.349 -0.028
H -2.615986 0.811319 5.793017 0.065 0.203 -0.440
H -5.211163 2.992404 4.988303 0.246 -0.089 -0.042
H -4.261830 2.366561 6.296401 -0.005 0.016 -0.381